[1]
# C4H12

2 unconnected molecules or ions with the total composition C4H12 in a non-equilibrium geometry (ωB97M-V/def2-TZVPD, the Open Molecules 2025 dataset).

Structure (XYZ):
```
16
Properties=species:S:1:pos:R:3
C 0.0057 2.1924 0.5854
C 0.8498 1.4684 -0.4081
H -0.9980 1.8663 0.6635
H 0.5899 2.2650 1.6029
H -0.0171 3.1825 0.0702
H 1.9249 1.7400 -0.3312
H 0.4911 1.3718 -1.5066
H 0.8559 0.4392 -0.1679
C -0.8558 -1.4270 0.4528
C -0.0362 -2.2508 -0.5508
H -1.6075 -1.9850 1.0697
H -0.1451 -0.6573 1.0399
H -1.4071 -0.8189 -0.2888
H 0.8000 -2.7212 -0.0347
H 0.2275 -1.6133 -1.3036
H -0.4957 -2.9664 -1.2888
```

Summary:
Charge = 0
Energy above the lowest of the compared OMol25 structures with the same formula, charge and spin = 1.4716 eV
Calculated total energy = -4341.057 eV
Kohn-Sham gap = 12.29 eV
HOMO = -11.17 eV
SMILES string = CC.CC

***

[2]
# C12H32K2N3O15S2

A molecular structure, C12H32K2N3O15S2 in a non-equilibrium geometry (ωB97M-V/def2-TZVPD, the Open Molecules 2025 dataset).

Structure (XYZ):
```
66
Properties=species:S:1:pos:R:3
K 0.7739 -2.1346 4.0697
K 2.7699 -3.0429 0.3991
C -1.4217 -0.5385 0.4072
C -0.5379 -1.4091 1.2272
O 0.7429 -1.2151 1.2016
O -1.0226 -2.3817 1.8492
H -1.2106 0.5054 0.6390
H -2.4130 -0.5907 0.8574
H -1.1649 -0.8800 -0.5956
C -1.2862 -5.6046 3.9852
O -1.1993 -4.1896 3.9920
H -1.7374 -6.0628 4.8653
H -1.9044 -5.8215 3.1140
H -0.3298 -6.1228 3.9160
H -1.3539 -3.8403 3.1113
O 5.4663 0.7004 -1.1084
S 4.3262 0.0670 -1.8456
O 3.7218 -1.2394 -1.3431
O 3.1539 1.1992 -2.0891
C 2.1144 1.1903 -1.1208
C 0.7917 0.6756 -1.9004
C 4.7286 -0.2366 -3.6265
H 1.9131 2.2214 -0.8306
H 2.3045 0.4880 -0.3092
H 0.8643 -0.4116 -1.9314
H 0.9087 0.9865 -2.9385
H -0.1721 1.0527 -1.5583
H 5.3024 0.6364 -3.9375
H 3.7986 -0.3114 -4.1902
H 5.2338 -1.2024 -3.6231
O 3.1920 3.3948 3.9184
S 2.2982 2.9185 2.9212
O 2.6717 1.8558 1.9274
O 0.8205 2.6724 3.5137
C -0.2671 2.2499 2.6092
C -1.4996 1.9928 3.4240
C 1.9284 4.4267 1.9730
H 0.0194 1.3658 2.0395
H -0.5318 3.0672 1.9384
H -1.5664 2.6649 4.2795
H -1.3476 1.0255 3.9028
H -2.4249 1.9914 2.8479
H 1.2614 5.1488 2.4438
H 1.6275 3.9574 1.0363
H 2.8409 4.9491 1.6855
C -1.4047 -3.8594 -1.0025
N -0.1065 -3.8847 -1.7983
O 0.5768 -2.8175 -1.9574
O 0.1474 -4.9319 -2.4175
H -2.1428 -4.4050 -1.5905
H -1.7144 -2.8187 -1.0976
H -1.1262 -4.1542 0.0092
C -2.9041 2.8541 -0.5551
N -1.7301 3.2443 -1.3450
O -1.8534 3.1685 -2.5487
O -0.6730 3.3683 -0.7949
H -2.9703 3.7526 0.0584
H -2.7231 2.0553 0.1641
H -3.8070 2.6720 -1.1380
C -3.0288 0.5138 -3.9567
N -2.6162 -0.7900 -3.2255
O -1.6129 -1.4229 -3.5996
O -3.2971 -1.0980 -2.2818
H -3.0077 0.3956 -5.0401
H -2.2462 1.1731 -3.5812
H -3.9438 0.8166 -3.4476
```

Summary:
Charge = +2
Calculated total energy = -102440.494 eV
2S+1 = 2
Kohn-Sham gap (spin up / spin down) = 8.94 / 4.30 eV
HOMO (spin up / spin down) = -15.42 / -15.42 eV